16
Properties=species:S:1:pos:R:3 method="wB97M-V/def2-TZVPD" max_force_ha_per_bohr=0.023 e_homo_ev=-9.0 e_lumo_ev=0.83 total_energy_ev=-8866.4569 homo_lumo_gap_ev=9.78 charge=0 de_lowest_kcal_mol=63.55
C 2.4869 0.0898 0.3196
C 1.0383 0.1387 -0.2429
C -0.3670 -0.7428 -1.1282
N -1.0748 -0.2410 -0.0123
C -2.4018 0.2837 0.1592
C -0.0090 0.0294 0.8111
O 0.0306 0.0350 2.0225
H 2.5736 -0.5413 1.2119
H 2.7564 1.1044 0.6755
H 3.2615 -0.1885 -0.3953
H 0.9276 1.0162 -0.8705
H -0.8917 -0.5066 -2.0842
H -0.1143 -1.7996 -1.1148
H -2.3344 1.0789 0.9106
H -2.7786 0.7174 -0.7768
H -3.1033 -0.4736 0.5147

12
Properties=species:S:1:pos:R:3 method="wB97M-V/def2-TZVPD" max_force_ha_per_bohr=0.029 e_homo_ev=-8.9 e_lumo_ev=0.85 total_energy_ev=-8335.9271 homo_lumo_gap_ev=9.71 charge=0 de_lowest_kcal_mol=104.56
O -1.2906 -1.0559 -1.1210
C -0.2454 -0.8846 -0.3058
C 1.0360 -0.9522 -0.1809
C 0.2389 -0.7135 1.0922
C -1.0635 1.8755 -0.1437
O -2.0368 1.7120 -0.7069
H -2.0877 -0.7004 -0.7078
H 1.6767 1.2473 -0.4234
H 2.0117 -1.1866 -0.5671
H 0.2480 0.2746 1.5706
H 0.1317 -1.5361 1.8069
H 1.3808 1.9200 -0.3131

31
Properties=species:S:1:pos:R:3 method="wB97M-V/def2-TZVPD" max_force_ha_per_bohr=0.105 e_homo_ev="-13.5 / -13.6" e_lumo_ev="-3.78 / -3.77" total_energy_ev=-91443.5266 multiplicity=6 homo_lumo_gap_ev="9.68 / 9.83" charge=+1 de_lowest_kcal_mol=13.93
Mn -0.0772 -1.0194 -0.7055
C 2.3073 1.6272 1.7629
F 1.6274 0.8197 2.7176
F 2.6611 2.7450 2.3170
F 3.2936 0.9687 1.2046
S 1.0005 1.9815 0.4288
O 0.4494 3.3087 0.6087
O 1.8275 1.8292 -0.7572
N -0.1919 0.6443 0.5324
S -1.1844 1.1390 1.6626
O -1.8390 -0.0662 2.1883
O -0.7052 2.0203 2.7095
C -2.5338 2.0742 0.7969
F -2.1012 3.3130 0.7707
F -2.9531 1.6033 -0.3846
F -3.5929 2.0340 1.5729
O -2.1010 -1.1794 -1.2911
H -2.3112 -0.5769 -2.0046
H -2.8629 -1.1416 -0.7128
O 0.2763 -3.0207 -1.9628
H -0.3388 -3.7528 -1.9198
H 1.0948 -3.4125 -2.2672
O -0.1202 -2.4517 0.8717
H -0.2408 -2.2356 1.7964
H -0.0573 -3.4067 0.8547
O 2.0788 -1.1160 -0.5021
H 2.5787 -1.8418 -0.8757
H 2.7325 -0.4386 -0.3288
O 0.3238 -0.3073 -2.6860
H 1.1237 0.1781 -2.8881
H -0.1643 -0.3190 -3.5093

136
Properties=species:S:1:pos:R:3 method="wB97M-V/def2-TZVPD" max_force_ha_per_bohr=0.074 e_homo_ev=-7.9 e_lumo_ev=0.15 total_energy_ev=-67280.5577 homo_lumo_gap_ev=8.06 charge=0
C 2.5205 -3.2340 4.5301
C 3.4544 -2.4393 3.5613
C 3.0185 -1.0387 3.6173
C 4.9295 -2.4040 4.1010
C 5.6735 -3.6969 3.9497
C 5.6533 -4.1957 2.4409
C 4.3086 -4.1136 1.6785
C 4.5219 -3.9107 0.1410
C 3.4988 -5.4105 1.9917
N 3.5032 -2.9364 2.1461
O 2.2911 -2.8261 1.5572
H 1.5292 -3.3765 4.1000
H 2.8786 -4.2323 4.7818
H 2.5047 -2.6718 5.4637
H 2.0438 -0.9208 3.1439
H 3.0991 -0.6512 4.6329
H 3.6320 -0.3752 3.0077
H 5.6048 -1.6571 3.6836
H 4.9352 -2.1863 5.1691
H 6.7000 -3.6649 4.3150
H 5.1714 -4.3695 4.6451
H 6.0351 -5.2150 2.4981
H 6.3703 -3.6491 1.8284
H 3.6055 -3.9746 -0.4457
H 5.1821 -4.6768 -0.2656
H 4.9463 -2.9278 -0.0639
H 2.5198 -5.4848 1.5181
H 3.4245 -5.5507 3.0701
H 4.1083 -6.2284 1.6073
H 2.3182 -1.9521 1.1609
C 2.3762 5.5506 0.6581
C 1.1461 4.9471 0.0383
C 0.1796 4.4370 1.1231
C 0.4146 6.0130 -0.7796
C 0.9801 6.2591 -2.1365
C 0.8488 4.9553 -2.9471
C 1.6500 3.8361 -2.3004
C 1.1491 2.4462 -2.9222
C 3.1127 3.9807 -2.7446
N 1.4344 3.8173 -0.8134
O 2.0345 2.7467 -0.1630
H 2.9618 6.1266 -0.0585
H 2.0560 6.1882 1.4821
H 3.0063 4.8144 1.1572
H 0.6843 4.0067 1.9881
H -0.5942 5.1059 1.4996
H -0.3980 3.5997 0.7313
H -0.6631 5.8647 -0.8479
H 0.4392 6.9643 -0.2481
H 0.4165 7.0238 -2.6710
H 2.0280 6.5582 -2.1619
H 1.1110 5.1147 -3.9930
H -0.1817 4.6053 -3.0058
H 1.2910 2.4101 -4.0024
H 0.1244 2.1348 -2.7194
H 1.7029 1.5497 -2.6436
H 3.5664 4.8568 -2.2812
H 3.1481 4.0197 -3.8333
H 3.7033 3.1583 -2.3408
H 1.4288 2.0258 -0.3499
C -5.6405 -0.4304 1.1512
C -4.3968 -1.3318 1.4098
C -4.7766 -2.4153 2.4516
O -3.9540 -2.0355 0.2958
H -5.9848 0.1352 2.0169
H -6.5187 -1.0520 0.9767
H -5.4677 0.3229 0.3825
H -3.5842 -0.6950 1.7597
H -3.9361 -2.9342 2.9124
H -5.3536 -3.2347 2.0230
H -5.3838 -2.0047 3.2583
H -3.3882 -1.4193 -0.1751
C -0.8829 -3.9252 -0.4170
C 0.3045 -4.5562 -1.1766
C 0.8111 -5.9824 -0.8204
O -0.0693 -4.5807 -2.5408
H -0.6002 -3.7601 0.6227
H -1.7810 -4.5401 -0.4757
H -1.2150 -2.9377 -0.7374
H 1.1352 -3.8505 -1.1798
H 1.6821 -6.3065 -1.3900
H 0.0886 -6.7709 -1.0312
H 0.9577 -5.9255 0.2582
H -1.0057 -4.3803 -2.4727
C -1.1430 -1.6075 -3.4320
C -0.5488 -1.7619 -4.8735
C 0.7970 -0.9633 -4.9234
O -0.1788 -3.0834 -5.0474
H -0.4157 -1.7119 -2.6269
H -2.0691 -2.1377 -3.2101
H -1.5459 -0.6096 -3.2581
H -1.3356 -1.3761 -5.5217
H 0.6026 0.0756 -4.6569
H 1.1832 -0.9222 -5.9419
H 1.5802 -1.5011 -4.3891
H -0.1241 -3.4332 -4.1551
O -4.6391 5.3230 -1.5679
C -4.7461 4.0542 -0.9203
C -3.4741 3.8024 -0.0437
O -3.3124 4.7288 0.9675
H -4.1982 5.2170 -2.4141
H -5.6201 4.1096 -0.2713
H -4.9603 3.3033 -1.6807
H -2.6159 3.8263 -0.7153
H -3.3779 2.8120 0.4013
H -3.1585 5.5759 0.5428
O -3.2411 1.5192 -5.9754
C -2.3949 2.0209 -4.9110
C -3.1967 2.3181 -3.6312
O -3.5552 1.1834 -2.9312
H -3.4184 0.5862 -5.8347
H -1.5536 1.3369 -4.7994
H -1.9777 3.0071 -5.1146
H -4.0831 2.8274 -4.0095
H -2.7113 2.9367 -2.8764
H -4.4722 0.9532 -3.0974
O -1.3079 0.1141 3.5267
C -1.4994 -0.9814 4.4182
C -2.6416 -0.7491 5.5136
O -2.0879 -0.0004 6.6076
H -1.0831 0.9726 3.8929
H -1.8295 -1.7505 3.7200
H -0.5657 -1.3416 4.8501
H -3.0136 -1.7168 5.8501
H -3.5212 -0.2970 5.0553
H -1.9852 0.8859 6.2532
O 0.7425 0.0209 -0.6955
C -0.1963 0.0106 0.3343
C -1.5490 0.6761 -0.1330
O -2.4098 -0.2368 -0.8632
H 0.5984 -0.8014 -1.1695
H -0.3340 -1.0100 0.6914
H 0.1243 0.5805 1.2064
H -1.2401 1.5749 -0.6667
H -1.8983 0.9408 0.8650
H -2.5772 0.1635 -1.7196

19
Properties=species:S:1:pos:R:3 method="wB97M-V/def2-TZVPD" max_force_ha_per_bohr=0.039 e_homo_ev=-6.8 e_lumo_ev=-1.21 total_energy_ev=-21926.7295 homo_lumo_gap_ev=5.54 charge=0 de_lowest_kcal_mol=0.00
O 2.1372 1.0212 -1.9019
Ag 4.0292 0.5568 -0.7558
O 2.1266 -0.4317 0.4337
C 1.6429 -1.6813 0.7239
O 0.2309 -1.7489 0.8480
C -0.4834 -1.2496 -0.3115
C -1.5972 -0.3573 0.1478
O -1.0641 1.0002 0.2260
C -1.9695 1.9992 0.6338
Mg 0.7572 0.5633 -0.6366
H 2.0335 -2.0656 1.6858
H 1.9235 -2.3963 -0.0828
H 2.0821 1.0557 -2.8959
H -0.8202 -2.1111 -0.9066
H -2.0004 -0.5954 1.1492
H -2.4240 -0.3501 -0.5805
H -1.3853 2.8758 0.9350
H -2.6444 2.2756 -0.1918
H -2.5746 1.6396 1.4804

10
Properties=species:S:1:pos:R:3 method="wB97M-V/def2-TZVPD" max_force_ha_per_bohr=0.067 e_homo_ev=-12.1 e_lumo_ev=0.73 total_energy_ev=-14369.8709 homo_lumo_gap_ev=12.84 charge=0 de_lowest_kcal_mol=1.80
O 0.0500 -1.3282 0.8749
C 0.4168 -0.3321 0.0045
O 0.5499 -0.6681 -1.2793
F 1.6558 0.1420 0.4883
C -0.5601 0.8573 0.2097
F -1.4193 0.7133 -0.8607
F -0.1156 2.1329 0.1716
H 0.7294 -2.0022 0.9479
H -0.1302 -0.2853 -1.7527
H -1.1766 0.7704 1.1958

83
Properties=species:S:1:pos:R:3 method="wB97M-V/def2-TZVPD" max_force_ha_per_bohr=0.118 e_homo_ev="-9.6 / -8.7" e_lumo_ev="-1.74 / -6.02" total_energy_ev=-58218.3739 multiplicity=5 homo_lumo_gap_ev="7.87 / 2.68" charge=+1 de_lowest_kcal_mol=57.47
Rh 0.5730 -2.0114 -2.0663
C 0.5206 3.2864 -1.2433
C -0.7429 2.9175 -1.7602
C -1.0653 3.8171 0.3330
C 0.3260 3.8147 0.0619
C -1.7304 3.2602 -0.7967
C 1.8244 3.2041 -1.9321
H 1.6944 2.8676 -2.9683
H 2.4992 2.4844 -1.4470
H 2.3454 4.1760 -1.9314
C 1.3840 4.3259 0.9465
H 2.3372 3.8237 0.7511
H 1.1367 4.1594 1.9983
H 1.5398 5.4060 0.8044
C -1.7064 4.3462 1.5477
H -1.8479 5.4333 1.4697
H -1.0966 4.1599 2.4392
H -2.6954 3.8983 1.7025
C -3.1985 3.1596 -0.9715
H -3.6196 4.1215 -1.3076
H -3.6966 2.9166 -0.0182
H -3.4514 2.4013 -1.7301
C -1.0156 2.3232 -3.0897
H -1.4640 3.0584 -3.7852
H -1.7323 1.4847 -3.0086
H -0.0895 1.9459 -3.5505
C 1.5989 -3.6469 -1.2631
C 1.9710 -3.2873 -2.5906
C 1.4935 -4.0971 -3.7708
C -0.0297 -3.9250 -4.0542
C -0.7702 -2.9531 -3.1440
C -0.9860 -3.1789 -1.7406
C -0.7606 -4.5405 -1.1265
C 0.7118 -4.8708 -0.9481
H 1.7294 -5.1509 -3.5592
H -0.5215 -4.9047 -4.0822
H 2.0664 -3.7482 -4.6388
H 1.0051 -5.6713 -1.6306
H 2.3586 -3.5008 -0.4956
H 2.9100 -2.7297 -2.6326
H 0.9255 -5.2480 0.0676
H -1.2517 -4.5523 -0.1516
H -1.8070 -2.6290 -1.2674
H -1.2721 -5.2807 -1.7508
H -0.1100 -3.4977 -5.0597
H -1.6043 -2.4199 -3.6472
P 0.8481 -1.5346 0.6684
P -2.0489 -0.4534 1.2275
C -0.1361 -2.5754 1.8299
C -1.6267 -2.1466 1.8403
H 0.3342 -2.3367 2.7887
H -0.0045 -3.6354 1.5800
H -2.2456 -2.8563 1.2793
H -1.9684 -2.1684 2.8774
C -3.1698 0.3079 2.4119
H -3.3227 1.3452 2.0888
H -2.7003 0.3125 3.3983
H -4.1173 -0.2422 2.4243
C -3.0509 -0.6641 -0.2799
H -3.7429 -1.5045 -0.1526
H -2.4219 -0.8530 -1.1566
H -3.6130 0.2521 -0.4934
C 2.6021 -1.8715 1.1312
H 3.2600 -1.5230 0.3303
H 2.8162 -2.9368 1.2720
H 2.8522 -1.3003 2.0322
C 1.5086 -0.1707 -2.5437
H 1.1100 0.6492 -1.9038
H 1.4262 0.0516 -3.6334
H 2.5729 -0.2657 -2.3022
O 1.8395 0.7975 1.5909
B 0.5088 0.2065 1.5065
O -0.3074 0.8423 2.5036
C 0.5670 1.5200 3.3191
C 0.3315 2.0746 4.5695
C 1.4657 2.3078 5.3582
C 2.7337 2.0160 4.9243
C 2.9727 1.5428 3.6349
C 1.8561 1.3649 2.8266
H -0.6775 2.3315 4.8904
H 1.3217 2.7370 6.3676
H 3.5970 2.1650 5.5865
H 3.9447 1.2661 3.2451

70
Properties=species:S:1:pos:R:3 method="wB97M-V/def2-TZVPD" max_force_ha_per_bohr=0.053 e_homo_ev="-6.8 / -7.0" e_lumo_ev="-2.90 / -2.63" total_energy_ev=-100303.8833 homo_lumo_gap_ev="3.94 / 4.32" charge=0
Pd -0.1572 -0.0631 -0.0731
N -2.6487 0.8822 10.1071
C -2.3466 0.7539 9.0072
C -1.9730 0.5982 7.6577
C -0.7580 1.1214 7.2038
C -0.3993 0.9875 5.8817
C -1.2247 0.3147 4.9688
C -2.4282 -0.2245 5.4465
C -2.8090 -0.0720 6.7599
C -0.8499 0.1587 3.5662
C -0.9174 -1.1384 2.9892
C -1.0561 -2.3713 3.7056
C -0.9587 -3.3882 2.7841
C -0.7705 -2.7688 1.5365
N -0.7567 -1.4350 1.6679
C -0.3170 1.2689 2.8692
C -0.1946 2.6106 3.3487
C 0.5580 3.2985 2.4288
C 0.8472 2.3896 1.3928
N 0.3025 1.1884 1.6480
H -0.0967 1.6114 7.9025
H 0.5549 1.3706 5.5535
H -3.0811 -0.7479 4.7631
H -3.7470 -0.4787 7.1111
H -1.1545 -2.4625 4.7683
H -1.0121 -4.4456 2.9634
H -0.6191 -3.2393 0.5768
H -0.6338 2.9922 4.2486
H 0.8604 4.3259 2.4762
H 1.4502 2.5533 0.5113
N 0.7572 1.4085 -4.2132
C 0.4423 0.8365 -3.0366
O 0.7895 1.3451 -1.9811
C -0.3626 -0.4429 -3.1171
C -0.2400 -1.2546 -1.8284
H 1.2609 2.2806 -4.2201
H 0.4648 1.0209 -5.0909
H -0.0181 -1.0319 -3.9771
H -1.4065 -0.1656 -3.3061
H 0.7653 -1.7049 -1.8090
H -0.9596 -2.0773 -1.8606
C -5.6743 -0.6190 -1.5716
C -4.6391 -1.5013 -1.2300
C -3.4288 -1.0222 -0.8079
C -3.1753 0.3646 -0.7445
C -1.8959 0.9075 -0.4645
C -1.7472 2.2724 -0.3957
C -2.8383 3.1435 -0.5425
C -4.0690 2.6459 -0.8637
C -4.2572 1.2569 -1.0132
C -5.4941 0.7294 -1.4382
H -6.6173 -1.0096 -1.9250
H -4.8051 -2.5652 -1.3103
H -2.6365 -1.7012 -0.5208
H -0.7751 2.7248 -0.2268
H -2.6832 4.2060 -0.4165
H -4.9090 3.3100 -1.0055
H -6.2911 1.4207 -1.6796
C 5.3008 -1.9064 -0.8466
S 5.0135 -2.6469 0.7951
C 4.3643 -1.3119 1.7196
C 3.1969 -0.6372 1.4487
S 2.2253 -0.9635 0.1030
S 2.7740 0.6095 2.6208
C 4.1479 0.3821 3.6625
S 4.4149 1.3359 4.9831
S 5.2020 -0.9324 3.1955
H 5.6426 -2.7264 -1.4680
H 6.0748 -1.1501 -0.7613
H 4.3785 -1.4904 -1.2356

10
Properties=species:S:1:pos:R:3 method="wB97M-V/def2-TZVPD" max_force_ha_per_bohr=0.055 e_homo_ev=-9.3 e_lumo_ev=-0.74 total_energy_ev=-9778.7673 homo_lumo_gap_ev=8.54 charge=0 de_lowest_kcal_mol=67.32
O 3.0561 0.6993 0.2138
C 2.1662 -0.0214 -0.1591
C 0.7135 -0.0811 -0.0093
N -0.1406 -0.8098 -0.5717
C -1.4221 -0.4904 -0.3074
C -1.5206 0.6010 0.5451
O -0.4055 1.1189 0.9148
H 2.2800 -0.9361 -0.7772
H -2.2308 -1.0563 -0.7300
H -2.4963 0.9760 0.8811

29
Properties=species:S:1:pos:R:3 method="wB97M-V/def2-TZVPD" max_force_ha_per_bohr=0.004 e_homo_ev=-11.7 e_lumo_ev=-3.44 total_energy_ev=-151315.4819 homo_lumo_gap_ev=8.23 charge=+1 de_lowest_kcal_mol=0.87
Ag -0.2901 -0.5257 -0.6878
Se 1.5089 0.4849 2.0282
Se 2.3334 -1.3415 0.8500
C 2.7371 -0.5096 -0.8425
C 4.0629 -0.4053 -1.2208
C 4.3513 0.1212 -2.4733
C 3.3133 0.5345 -3.2870
C 2.0154 0.4019 -2.8256
N 1.7283 -0.1197 -1.6301
C -0.2860 -0.1145 2.4204
C -0.6828 -0.0569 3.7464
C -1.9887 -0.4045 4.0607
C -2.8393 -0.8210 3.0514
C -2.3531 -0.8641 1.7579
N -1.1042 -0.5021 1.4450
H 4.8465 -0.7226 -0.5484
H 5.3786 0.2116 -2.8018
H 3.4972 0.9564 -4.2646
H 1.1739 0.7164 -3.4284
H 0.0210 0.2386 4.5116
H -2.3301 -0.3630 5.0872
H -3.8590 -1.1155 3.2573
H -2.9775 -1.1827 0.9326
C -3.1202 1.2182 -1.3395
O -2.4725 -0.0343 -1.6245
H -4.1988 1.0900 -1.2739
H -2.8817 1.9662 -2.0940
H -2.7449 1.5527 -0.3762
H -2.8390 -0.4096 -2.4306

21
Properties=species:S:1:pos:R:3 method="wB97M-V/def2-TZVPD" max_force_ha_per_bohr=0.043 e_homo_ev=-9.2 e_lumo_ev=0.48 total_energy_ev=-13909.2026 homo_lumo_gap_ev=9.66 charge=0 de_lowest_kcal_mol=0.05
N 0.9445 -0.4824 0.5625
C -0.0092 0.2832 0.9653
N -0.9797 0.0144 1.8985
N -0.1073 1.5508 0.3476
H 0.8705 -1.3686 1.0684
H -1.8572 0.4903 1.7624
H -1.0659 -0.9901 1.9945
H 0.7347 1.7479 -0.1947
H -0.2750 2.2841 1.0258
O 1.6495 1.7864 -2.0336
H 1.2952 0.9979 -2.4697
H 2.5259 1.8816 -2.4199
O 0.3649 -3.0692 2.9335
H -0.1169 -3.8898 3.0712
H 0.6811 -2.6637 3.7414
O 0.4781 -0.7154 -2.5267
H -0.4341 -0.4321 -2.4031
H 0.7371 -1.1501 -1.7169
O -1.7013 1.0393 -2.2098
H -2.5969 1.2012 -1.8443
H -1.1380 1.4842 -1.5527

14
Properties=species:S:1:pos:R:3 method="wB97M-V/def2-TZVPD" max_force_ha_per_bohr=0.081 e_homo_ev=-9.2 e_lumo_ev=-1.24 total_energy_ev=-14430.0970 homo_lumo_gap_ev=7.93 charge=0 de_lowest_kcal_mol=106.43
C -0.0875 -1.2379 0.2859
C 0.1341 -2.3260 0.9369
C 0.4267 -1.0425 -1.2296
C 0.3857 0.4304 -1.0540
C -0.2994 0.2381 0.2564
C -0.0911 1.0594 1.5002
I -2.8378 0.3439 -0.0449
H 1.4994 -1.3045 -1.3708
H -0.2745 -1.6483 -1.9407
H 1.4781 0.6514 -1.0394
H -0.2091 1.0083 -1.7104
H -0.0157 2.2286 1.3601
H 0.8080 0.6621 1.8276
H -0.9169 0.9369 2.2228

16
Properties=species:S:1:pos:R:3 method="wB97M-V/def2-TZVPD" max_force_ha_per_bohr=0.124 e_homo_ev="-16.7 / -18.8" e_lumo_ev="-11.02 / -11.02" total_energy_ev=-32706.2653 multiplicity=6 homo_lumo_gap_ev="5.67 / 7.74" charge=+2 de_lowest_kcal_mol=24.63
C -1.2901 0.0023 0.9221
C -1.1359 -0.9433 -0.2398
O -2.2719 -1.7197 -0.2563
C -3.2556 -1.0694 0.4158
O -2.7360 -0.0607 1.1092
O -4.4015 -1.4044 0.4075
O -0.8563 1.2184 0.8357
F -0.7927 -0.5943 2.0898
H 1.3287 -0.4459 -0.8967
Pm 0.9754 2.6068 0.0822
H -0.6387 -0.9866 -1.2063
C 3.2238 0.6959 -0.2387
C 2.2488 0.3632 -1.0966
H 3.2642 0.4026 0.8144
H 4.0884 1.2652 -0.5950
H 2.2495 0.6698 -2.1472

17
Properties=species:S:1:pos:R:3 method="wB97M-V/def2-TZVPD" max_force_ha_per_bohr=0.031 e_homo_ev=-8.3 e_lumo_ev=0.78 total_energy_ev=-10808.3476 homo_lumo_gap_ev=9.03 charge=0 de_lowest_kcal_mol=94.87
C 2.6045 -0.0384 -0.6703
N 1.1613 0.0663 -0.4857
N 0.4736 -0.9636 -1.0107
C -0.7608 -1.2742 -0.8122
C -1.6017 -0.7428 0.3195
C -1.9507 0.6921 0.1610
N -1.4614 1.6834 0.8048
O -0.5693 1.3215 1.8282
H 3.0794 0.9013 -0.4754
H 3.0976 -0.7476 -0.0088
H 2.8393 -0.4239 -1.7092
H 0.7757 0.4928 0.3635
H -1.1780 -1.9513 -1.5913
H -0.9903 -0.7927 1.2380
H -2.5495 -1.3648 0.4837
H -2.5547 0.9760 -0.7236
H -0.4148 2.1659 2.2886